Record 1
The following is a DFT calculation (wB97M-V/def2-TZVPD) of C14H52O14Y as an isolated structure at a distorted geometry.

Values from the calculation:
- HOMO energy (eV) = -10.83
- electronic energy (hartree) = -1655.35844
- strongest force on any atom (eV Å⁻¹) = 6.74
- LUMO level (eV) = -6.85
- HOMO-LUMO gap (eV) = 3.99
- charge = +1

Each line ends with the Löwdin charge.
Geometry (Å):
1 Y 1.351242 2.625044 2.386998  1.39
2 O -0.696688 -0.542966 1.067038  -0.16
3 C -0.640128 -1.206116 -0.204952  -0.21
4 C 0.657492 -0.792556 -1.110322  -0.21
5 O 1.208682 0.509904 -0.917872  -0.17
6 H -1.590818 -1.113426 -0.730002  0.12
7 H -0.555338 -2.290386 -0.132532  0.11
8 H 0.527112 -0.952856 -2.180562  0.11
9 H 1.507282 -1.419736 -0.840862  0.13
10 C -0.353208 3.478684 -5.901462  -0.19
11 O 0.083442 3.990434 -4.677182  -0.12
12 H 0.374042 2.881694 -6.451742  0.07
13 H -1.149988 2.742334 -5.796492  0.08
14 H -0.522028 4.326934 -6.564842  0.08
15 H 0.767592 3.416494 -4.324862  0.07
16 C 5.937262 1.376184 -4.841342  -0.15
17 O 6.026252 1.270104 -3.408542  -0.13
18 H 5.106422 2.017784 -5.134852  0.07
19 H 6.799352 1.764244 -5.383852  0.08
20 H 5.819332 0.368014 -5.238582  0.07
21 H 5.163822 1.425094 -3.016372  0.06
22 C 6.629632 3.974284 1.615778  -0.16
23 O 5.321642 4.032364 1.099448  -0.18
24 H 6.475992 3.775204 2.676378  0.08
25 H 7.238192 3.198564 1.151028  0.08
26 H 7.070752 4.965564 1.511428  0.08
27 H 5.367992 4.168424 0.150268  0.07
28 C 4.307122 -1.770756 3.593248  -0.17
29 O 4.077342 -0.392636 3.815108  -0.17
30 H 3.521992 -2.275656 4.156038  0.08
31 H 4.274042 -2.039936 2.537528  0.08
32 H 5.231112 -2.238656 3.932968  0.08
33 H 4.604542 -0.173936 4.587008  0.07
34 C -4.955938 -6.756956 1.617098  -0.17
35 O -5.443118 -7.456436 2.768268  -0.12
36 H -5.776898 -6.227846 1.133178  0.07
37 H -4.225308 -5.976766 1.830608  0.07
38 H -4.414148 -7.372816 0.899278  0.07
39 H -6.103628 -8.116226 2.544658  0.07
40 C -3.831838 4.279174 3.240088  -0.16
41 O -2.472238 4.287974 3.630048  -0.18
42 H -3.864298 3.683554 2.327798  0.08
43 H -4.439618 3.777374 3.993018  0.08
44 H -4.174628 5.312164 3.180708  0.08
45 H -2.489328 4.518744 4.561748  0.07
46 C 1.015472 7.539014 0.145938  -0.12
47 O 0.631542 6.128094 0.090418  -0.20
48 H 2.028862 7.616174 0.539878  0.07
49 H 1.118312 7.874174 -0.886152  0.08
50 H 0.228222 8.062624 0.688298  0.08
51 H 0.564482 6.083924 -0.866222  0.06
52 C 5.251272 -5.375896 -4.461212  -0.18
53 O 5.402412 -5.545286 -5.851522  -0.12
54 H 5.903942 -6.100336 -3.974062  0.08
55 H 5.408182 -4.345116 -4.143482  0.08
56 H 4.225102 -5.567926 -4.147842  0.07
57 H 5.157032 -6.436906 -6.109172  0.08
58 C -6.268448 0.449114 -1.850012  -0.13
59 O -7.638788 0.588994 -2.339912  -0.14
60 H -5.584408 0.847534 -2.599302  0.07
61 H -6.134508 1.140464 -1.018032  0.07
62 H -6.185238 -0.602976 -1.577462  0.07
63 H -8.216798 0.714254 -1.583732  0.06
64 C -2.630908 -4.141736 -4.673292  -0.15
65 O -2.098108 -3.242086 -5.665872  -0.13
66 H -3.327298 -3.666796 -3.982232  0.07
67 H -3.246528 -4.788896 -5.298022  0.08
68 H -1.842548 -4.759776 -4.243622  0.08
69 H -1.285668 -2.901116 -5.284712  0.06
70 C -6.326398 -1.696576 4.065718  -0.15
71 O -5.206238 -0.891216 4.439188  -0.14
72 H -6.468078 -1.680526 2.985098  0.07
73 H -6.063038 -2.710956 4.365358  0.08
74 H -7.294048 -1.330616 4.408948  0.08
75 H -4.551148 -0.889566 3.737428  0.06
76 C 1.218302 -0.593056 7.925058  -0.12
77 O 0.465722 -0.019396 6.777168  -0.16
78 H 0.674742 -1.016476 8.769668  0.07
79 H 1.780632 -1.436606 7.524698  0.07
80 H 1.872712 0.176284 8.334878  0.07
81 H -0.329248 -0.530486 6.608628  0.06

Atoms 1-3, force components in eV/Å:
-0.2 -0.4 -0.5
0.6 -2.3 -4.4
-1.8 0.8 5.5



Record 2
The following is a DFT calculation (wB97M-V/def2-TZVPD) of a 13-piece molecular cluster, C14H54N10O13 overall at a distorted geometry.

Values from the calculation:
- HOMO energy (eV) = -6.63
- electronic energy (hartree) = -2091.26955
- strongest force on any atom (eV Å⁻¹) = 10.57
- LUMO level (eV) = -0.96
- HOMO-LUMO gap (eV) = 5.67

Each line ends with the Löwdin charge.
Geometry (Å):
1 C 4.977505 -1.467857 -0.632418  -0.08
2 C 3.501505 -1.788857 -0.471418  -0.31
3 O 3.226505 -1.541857 0.892582  -0.09
4 H 5.452505 -1.717857 -1.602418  0.08
5 H 5.557505 -1.942857 0.207582  0.10
6 H 5.220505 -0.453857 -0.511418  0.04
7 H 3.312505 -2.869857 -0.687418  0.09
8 H 2.833505 -1.101857 -1.024418  0.11
9 H 2.318505 -1.414857 1.064582  0.02
10 C -2.234495 2.122143 3.743582  -0.61
11 O -2.115495 2.512143 5.083582  -0.15
12 N -2.839495 1.012143 3.386582  0.12
13 N -1.578495 2.773143 2.814582  0.19
14 H -3.375495 0.575143 4.144582  0.15
15 H -3.167495 0.864143 2.423582  0.07
16 H -1.092495 3.565143 3.291582  0.14
17 H -1.619495 2.675143 1.825582  0.04
18 C -3.166495 2.719143 -1.064418  -0.55
19 O -2.121495 2.776143 -0.058418  -0.13
20 N -4.398495 3.006143 -0.773418  0.16
21 N -3.051495 2.481143 -2.298418  0.19
22 H -4.729495 3.141143 0.160582  0.12
23 H -5.135495 2.871143 -1.477418  0.13
24 H -2.109495 2.459143 -2.587418  0.05
25 H -3.621495 2.957143 -2.945418  0.12
26 C 1.409505 -4.054857 1.627582  -0.63
27 O 1.956505 -3.453857 2.735582  -0.11
28 N 2.137505 -4.526857 0.676582  0.16
29 N 0.109505 -4.163857 1.441582  0.17
30 H 3.157505 -4.602857 1.051582  0.18
31 H 1.907505 -4.867857 -0.254418  0.13
32 H -0.529495 -3.670857 2.090582  0.13
33 H -0.173495 -4.151857 0.491582  0.04
34 C -0.103495 -0.657857 4.229582  -0.57
35 O -0.624495 0.121143 5.307582  -0.17
36 N -0.612495 -0.426857 3.006582  0.12
37 N 0.512505 -1.775857 4.406582  0.17
38 H -1.469495 0.302143 3.080582  0.07
39 H -0.329495 -0.585857 2.043582  0.03
40 H 0.639505 -2.088857 5.279582  0.06
41 H 0.777505 -2.377857 3.573582  0.08
42 C -1.752495 -3.497857 -1.999418  -0.57
43 O -0.803495 -3.176857 -1.041418  -0.12
44 N -1.988495 -4.700857 -2.431418  0.17
45 N -2.503495 -2.617857 -2.600418  0.17
46 H -1.569495 -5.401857 -1.835418  0.12
47 H -3.012495 -4.942857 -2.681418  0.18
48 H -2.440495 -1.572857 -2.455418  0.14
49 H -3.326495 -2.790857 -3.177418  0.13
50 C 1.110505 -1.665857 -4.087418  -0.20
51 O 1.420505 -2.441857 -3.016418  -0.09
52 H 1.628505 -0.698857 -4.161418  0.08
53 H 0.040505 -1.588857 -4.155418  0.06
54 H 1.392505 -2.182857 -5.031418  0.09
55 H 0.603505 -2.690857 -2.583418  0.03
56 C 0.482505 4.136143 0.574582  -0.20
57 O -0.063495 5.073143 1.464582  -0.09
58 H -0.137495 4.103143 -0.369418  0.08
59 H 0.442505 3.109143 1.017582  0.06
60 H 1.543505 4.174143 0.300582  0.07
61 H 0.001505 5.881143 0.968582  0.07
62 C -3.472495 -0.584857 0.436582  -0.17
63 O -3.991495 0.540143 1.011582  -0.12
64 H -2.716495 -1.108857 1.056582  0.10
65 H -3.022495 -0.320857 -0.503418  0.04
66 H -4.273495 -1.312857 0.155582  0.10
67 H -4.768495 0.682143 0.481582  0.09
68 C 2.524505 1.336143 2.413582  -0.10
69 O 3.298505 1.591143 1.243582  -0.15
70 H 1.986505 2.208143 2.729582  0.07
71 H 3.089505 0.862143 3.208582  0.09
72 H 1.726505 0.585143 2.022582  0.08
73 H 3.725505 0.791143 0.924582  0.06
74 C 0.012505 0.074143 -0.162418  -0.16
75 O 0.161505 -1.125857 0.476582  -0.14
76 H 0.639505 0.234143 -1.093418  0.08
77 H 0.190505 0.955143 0.480582  0.08
78 H -1.019495 0.160143 -0.603418  0.07
79 H -0.314495 -1.819857 0.025582  0.03
80 C -0.183495 1.623143 -3.711418  -0.15
81 O -0.263495 2.426143 -2.574418  -0.14
82 H -0.888495 1.963143 -4.414418  0.06
83 H -0.741495 0.692143 -3.430418  0.08
84 H 0.739505 1.509143 -4.178418  0.06
85 H 0.347505 2.090143 -1.906418  0.04
86 C 3.018505 2.859143 -2.034418  -0.14
87 O 2.133505 2.138143 -1.267418  -0.15
88 H 3.405505 2.159143 -2.793418  0.09
89 H 3.822505 3.193143 -1.462418  0.07
90 H 2.500505 3.641143 -2.527418  0.07
91 H 2.456505 2.225143 -0.395418  0.02

Atoms 1-3, force components in eV/Å:
1.0 -1.5 0.1
-0.2 0.2 0.2
2.1 0.1 0.4



Record 3
The following is a DFT calculation (wB97M-V/def2-TZVPD) of a 13-piece molecular cluster, C14H54N14O13 overall at a distorted geometry.

Values from the calculation:
- HOMO energy (eV) = -9.29
- electronic energy (hartree) = -2310.50649
- strongest force on any atom (eV Å⁻¹) = 7.29
- LUMO level (eV) = 0.06
- HOMO-LUMO gap (eV) = 9.35

Each line ends with the Löwdin charge.
Geometry (Å):
1 C -5.751769 -0.124724 4.211201  -0.18
2 O -4.799529 -0.503364 3.256251  -0.13
3 H -6.646209 0.187606 3.672201  0.07
4 H -5.925809 -0.997194 4.840961  0.08
5 H -5.393289 0.748856 4.755681  0.08
6 H -5.107439 -1.385674 3.036431  0.07
7 C -1.941919 1.718366 6.926711  -0.23
8 O -1.136199 1.450606 7.989381  -0.08
9 H -2.460819 0.894226 6.437181  0.08
10 H -2.759809 2.433166 7.017461  0.08
11 H -1.327409 2.200826 6.166641  0.07
12 H -1.697899 1.057206 8.661201  0.09
13 C 2.153571 3.226426 -5.069029  -0.17
14 O 2.171061 1.896926 -4.570219  -0.12
15 H 3.093641 3.644446 -5.429059  0.07
16 H 1.585641 3.216056 -5.999319  0.07
17 H 1.699851 3.920556 -4.361629  0.08
18 H 2.126621 1.288126 -5.311159  0.07
19 C 4.506661 4.684606 -0.249259  -0.18
20 O 4.519231 4.454026 1.136081  -0.11
21 H 5.051231 5.565836 -0.588349  0.08
22 H 5.077311 3.907796 -0.758199  0.06
23 H 3.497451 4.610936 -0.654429  0.07
24 H 4.268881 3.532786 1.237231  0.07
25 C -7.320799 0.482556 -0.908259  -0.14
26 O -5.937679 0.844106 -0.789899  -0.15
27 H -7.684929 0.400176 0.115811  0.07
28 H -7.780519 1.298206 -1.466349  0.08
29 H -7.362569 -0.410284 -1.532099  0.07
30 H -5.360339 0.143156 -0.478529  0.07
31 C 3.349791 -3.305474 4.034941  -0.77
32 O 2.450871 -2.778444 3.379461  0.00
33 N 4.273071 -2.911234 4.864771  0.17
34 N 3.574661 -4.540684 3.686541  0.13
35 H 4.911991 -3.542024 5.327351  0.12
36 H 4.190201 -1.976644 5.238621  0.12
37 H 4.031501 -5.181694 4.319381  0.11
38 H 3.122261 -4.847374 2.837201  0.12
39 C 2.682011 -3.158564 -4.510949  -0.85
40 O 3.845751 -2.899764 -4.587299  0.05
41 N 1.928641 -2.822444 -3.562459  0.18
42 N 2.042381 -3.805404 -5.460009  0.16
43 H 0.928541 -2.959484 -3.595689  0.11
44 H 2.347201 -2.375754 -2.759109  0.13
45 H 2.622511 -4.167874 -6.203079  0.12
46 H 1.078741 -4.080184 -5.333569  0.10
47 C 3.188311 2.736256 5.997571  -0.75
48 O 4.353631 3.043436 5.736971  0.01
49 N 2.272891 3.460426 6.621801  0.16
50 N 2.647201 1.724226 5.343541  0.14
51 H 2.723221 4.252786 7.057081  0.12
52 H 1.328181 3.157246 6.810731  0.10
53 H 3.245141 1.260196 4.674771  0.11
54 H 1.640751 1.739796 5.260431  0.10
55 C -0.404969 -6.023304 0.180591  -0.81
56 O 0.037201 -6.733834 1.092451  -0.01
57 N -0.659639 -6.584994 -0.960339  0.16
58 N -0.538189 -4.756424 0.229011  0.19
59 H -0.545779 -7.582354 -1.071689  0.12
60 H -0.945059 -6.013194 -1.742439  0.10
61 H -0.837249 -4.269294 -0.603679  0.11
62 H -0.114389 -4.281684 1.013311  0.13
63 C -3.460569 -2.335604 -3.877539  -0.77
64 O -2.522959 -2.591944 -3.178389  0.03
65 N -3.799229 -1.072554 -4.151469  0.16
66 N -4.453339 -3.178274 -4.193769  0.15
67 H -4.722829 -0.914814 -4.528529  0.10
68 H -3.229549 -0.480544 -3.564019  0.12
69 H -5.121969 -2.894964 -4.895739  0.10
70 H -4.271329 -4.157754 -4.027659  0.11
71 C 5.827201 -0.461994 0.247671  -0.78
72 O 4.886191 0.242136 0.699481  -0.03
73 N 6.108111 -1.598464 0.718171  0.17
74 N 6.494761 -0.160144 -0.841599  0.17
75 H 6.779451 -2.189904 0.249551  0.12
76 H 5.521991 -1.925854 1.472741  0.13
77 H 7.268381 -0.781034 -1.031599  0.11
78 H 6.184541 0.612846 -1.412879  0.12
79 C -0.470169 1.355986 0.172351  -0.81
80 O -1.513069 1.721336 -0.366839  0.01
81 N -0.340069 0.877436 1.331761  0.17
82 N 0.713971 1.408776 -0.407559  0.16
83 H 0.466871 0.429546 1.742041  0.13
84 H -1.269029 0.851136 1.727311  0.13
85 H 0.701991 1.706736 -1.372539  0.11
86 H 1.597551 1.180606 0.025261  0.11
87 C -4.229109 5.040506 -5.792439  -0.09
88 C -3.872229 3.976826 -4.764839  -0.33
89 O -3.488579 4.568566 -3.547879  -0.08
90 H -3.854009 4.846856 -6.797379  0.06
91 H -3.747349 6.011726 -5.679599  0.08
92 H -5.296029 5.163046 -5.978879  0.07
93 H -3.018009 3.411326 -5.137149  0.10
94 H -4.697089 3.301626 -4.537189  0.11
95 H -3.302079 3.874216 -2.911729  0.08

Atoms 1-3, force components in eV/Å:
-0.3 0.5 -0.1
0.6 -0.5 -0.5
-0.5 -0.1 0.4